# 1
Molecular formula: C3H7N3O
Method: DFT, the ωB97M-V functional and the def2-TZVPD basis

The frontier orbital gap is 9.1003 eV. Its maximum force is 8.21 eV Å⁻¹. For the energy above the lowest of the compared OMol25 structures with the same formula, charge and spin, the calculation gives 145.5 kcal per mole. Its spin multiplicity is 1.

Geometry as XYZ:
```
14
Properties=species:S:1:pos:R:3:forces:R:3
H -3.187262 0.537768 0.797804 2.03 0.32 0.84
N -2.185911 0.159441 0.976378 -2.71 -0.44 -5.34
C -1.931999 -0.338171 -0.297263 -4.94 5.12 4.10
N -1.125453 -1.298541 -0.336614 5.94 -3.01 -1.11
C 0.112116 -1.130635 -0.071657 2.38 -6.74 -0.80
N 1.046987 -0.241692 0.165899 -0.21 3.57 -0.73
C 0.990515 1.175961 -0.322520 1.37 0.01 2.87
O 2.283163 -0.871476 0.358043 1.54 3.25 4.07
H -2.380924 -0.088411 -1.313531 -0.27 0.10 1.53
H 0.898072 -2.078397 -0.111375 -3.12 1.12 0.25
H 1.814564 1.770391 0.299778 -2.18 -0.97 -1.26
H -0.053879 1.453741 -0.134848 0.43 0.42 0.48
H 1.155014 1.373530 -1.358643 0.54 -0.60 -0.90
H 2.564995 -0.423515 1.348552 -0.82 -2.15 -4.02
```
Positions in Å, forces in eV/Å.

# 2
Molecular formula: C3H7N3O
Method: DFT, the ωB97M-V functional and the def2-TZVPD basis

The total charge is +2. The frontier orbital gap (spin up / spin down) is 9.5377 / 7.6374 eV. Its maximum force is 3.95 eV Å⁻¹. For the energy above the lowest of the compared OMol25 structures with the same formula, charge and spin, the calculation gives 133.5 kcal per mole. Its spin multiplicity is 1.

Geometry as XYZ:
```
14
Properties=species:S:1:pos:R:3:forces:R:3
C -1.119568 -0.295387 0.148244 1.65 1.65 0.09
C 1.952748 -0.051030 -0.107836 -0.35 -2.05 0.19
C -0.057181 1.086109 0.456503 -2.64 -2.45 1.61
N -0.645244 -1.390514 0.464588 0.15 1.66 0.40
N -2.199582 0.159250 -0.436683 0.76 -3.35 0.37
N 3.176015 -0.382134 -0.127443 0.52 2.38 1.18
O 1.138941 0.875361 -0.094262 2.94 0.72 -0.90
H -0.607228 1.720829 -0.128285 -0.63 2.24 -1.34
H -0.050699 1.333511 1.512130 0.19 -0.28 0.18
H -0.514941 -2.334072 0.230147 0.11 -1.53 -0.47
H -2.517789 1.051643 -0.456623 -0.54 3.56 0.06
H -2.921789 -0.484016 -0.635220 -0.95 -1.06 -0.28
H 3.459210 -1.305220 -0.268209 -0.25 -2.47 -0.72
H 4.037966 0.070089 0.258022 -0.97 0.99 -0.38
```
Positions in Å, forces in eV/Å.

# 3
Molecular formula: C3H7N3O2
Method: DFT, the ωB97M-V functional and the def2-TZVPD basis

The frontier orbital gap is 9.0582 eV. Its maximum force is 2.31 eV Å⁻¹. For the energy above the lowest of the compared OMol25 structures with the same formula, charge and spin, the calculation gives 104.3 kcal per mole. Its spin multiplicity is 1.

Geometry as XYZ:
```
15
Properties=species:S:1:pos:R:3:forces:R:3
C -0.620083 0.848605 -2.013041 -0.36 0.27 0.03
C -0.719151 0.460696 -0.579791 1.80 -0.94 0.24
N -1.565810 0.608268 0.342920 0.33 -1.17 0.88
H -0.248336 0.015968 -2.612079 -0.02 -0.02 0.11
H 0.080984 1.676009 -2.136656 -0.01 -0.02 0.04
H -1.601434 1.150324 -2.372056 0.03 0.03 -0.05
C -0.135017 -0.266001 1.345395 -1.84 0.85 -1.11
N 1.487908 -0.904969 -0.491926 -0.23 0.10 0.12
O 0.021761 -1.480291 1.891705 -0.44 0.33 -0.03
O -0.012563 0.713655 2.271727 0.47 0.30 0.25
N 0.393574 -0.206062 0.036562 0.19 0.34 -0.59
H -0.150868 -1.415284 2.841433 -0.03 0.03 -0.03
H -0.536397 1.454544 1.910417 0.25 -0.26 0.27
H 2.309157 -0.753209 0.086895 -0.11 0.12 -0.20
H 1.296279 -1.902250 -0.521504 -0.03 0.04 0.09
```
Positions in Å, forces in eV/Å.

# 4
Molecular formula: C3H7N3O2
Method: DFT, the ωB97M-V functional and the def2-TZVPD basis

The frontier orbital gap is 10.3996 eV. Its maximum force is 1.10 eV Å⁻¹. For the energy above the lowest of the compared OMol25 structures with the same formula, charge and spin, the calculation gives 80.4 kcal per mole. Its spin multiplicity is 1.

Geometry as XYZ:
```
15
Properties=species:S:1:pos:R:3:forces:R:3
C 1.805814 -1.082402 0.498753 0.20 0.04 0.24
N -1.294655 0.615002 0.774528 0.03 -0.09 0.29
C 0.020719 0.339181 1.069311 -0.95 -0.36 0.44
C 0.179291 1.693702 -1.325286 0.07 0.19 -0.54
N -2.169756 -0.205593 0.040759 0.41 0.11 -0.13
O 0.417071 -0.777676 0.414983 -0.06 0.15 -0.17
N -0.168456 1.177272 -2.313466 0.19 -0.12 -0.01
O 0.674233 0.949824 1.876847 0.13 0.18 -0.33
H -1.692366 1.456953 1.170312 0.17 -0.38 -0.02
H -2.074699 -1.166946 0.361955 -0.02 0.24 0.00
H -1.888418 -0.187209 -0.940898 -0.04 -0.03 0.22
H -0.255088 0.677298 -3.176659 -0.09 0.14 0.12
H 2.227541 -0.652779 1.407607 0.00 -0.08 -0.08
H 1.897185 -2.166032 0.510973 -0.01 0.03 -0.03
H 2.321584 -0.670595 -0.369718 -0.02 -0.01 0.01
```
Positions in Å, forces in eV/Å.

# 5
Molecular formula: C3H7N3O3
Method: DFT, the ωB97M-V functional and the def2-TZVPD basis

The frontier orbital gap is 9.9257 eV. Its maximum force is 4.57 eV Å⁻¹. For the energy above the lowest of the compared OMol25 structures with the same formula, charge and spin, the calculation gives 174.5 kcal per mole. Its spin multiplicity is 1.

Geometry as XYZ:
```
16
Properties=species:S:1:pos:R:3:forces:R:3
N -0.399161 1.358053 -2.545780 -1.99 1.74 -0.31
C -0.364067 0.542291 -1.616788 -0.35 -0.16 0.28
N -1.222887 0.611210 -0.481736 0.96 2.94 -1.55
O -1.225485 -0.581605 0.149589 -2.69 0.13 -0.58
C -0.046327 -0.945696 0.674425 1.73 -1.61 -1.98
C 0.251661 -0.234786 1.911162 0.16 0.16 3.70
O 0.745507 1.085615 1.819607 2.61 1.63 -0.93
O 0.995213 -0.816146 -0.332141 0.31 -0.04 0.23
N 0.573281 -0.505711 -1.710932 0.28 -1.14 2.89
H 0.150322 1.038707 -3.301770 1.26 0.02 -0.78
H -1.079643 1.491543 0.090841 -0.12 -1.68 -0.44
H -0.374591 -1.956658 0.890171 1.19 -0.93 0.41
H -0.995220 -0.196026 2.168425 3.69 0.34 0.83
H 0.981409 -0.801478 2.717561 -2.36 0.80 -2.04
H 1.792010 1.296057 1.603820 -4.11 -1.85 0.73
H 0.217978 -1.385370 -2.036454 -0.57 -0.37 -0.44
```
Positions in Å, forces in eV/Å.

# 6
Molecular formula: C3H7N3OS
Method: DFT, the ωB97M-V functional and the def2-TZVPD basis

The frontier orbital gap is 9.2314 eV. Its maximum force is 8.70 eV Å⁻¹. For the energy above the lowest of the compared OMol25 structures with the same formula, charge and spin, the calculation gives 74.1 kcal per mole. Its spin multiplicity is 1.

Geometry as XYZ:
```
15
Properties=species:S:1:pos:R:3:forces:R:3
H 0.514528 -2.299765 -0.297936 0.89 1.08 1.01
N 1.374530 -1.900177 0.156621 0.28 2.87 -2.20
C 1.574829 -0.626969 -0.111268 0.96 -1.77 2.15
N 2.783372 0.083196 0.104242 -4.65 1.58 -0.68
O 0.652901 0.419765 -0.317136 8.59 0.65 -1.23
C -0.543026 0.302932 -0.232005 -8.23 -2.61 0.90
C -1.275561 1.533330 0.143411 0.17 2.34 0.33
N -1.115274 -0.843152 -0.461328 -1.17 1.26 0.84
S -2.821731 -0.736676 0.015294 0.54 -2.76 0.27
H 2.639578 1.150307 -0.052494 1.34 -3.06 0.38
H 3.541838 -0.519825 0.078038 2.08 -0.27 -0.12
H -1.652980 1.596975 1.250636 0.98 -0.17 -2.14
H -0.677084 2.476453 -0.221275 -1.04 -1.75 1.14
H -2.126756 1.465913 -0.515739 -0.71 0.70 0.11
H -2.869164 -2.102300 0.460937 -0.02 1.91 -0.75
```
Positions in Å, forces in eV/Å.

# 7
Molecular formula: C3H7N3OS
Method: DFT, the ωB97M-V functional and the def2-TZVPD basis

The frontier orbital gap is 8.0421 eV. Its maximum force is 9.82 eV Å⁻¹. For the energy above the lowest of the compared OMol25 structures with the same formula, charge and spin, the calculation gives 220.2 kcal per mole. Its spin multiplicity is 1.

Geometry as XYZ:
```
15
Properties=species:S:1:pos:R:3:forces:R:3
C -0.391049 -0.295780 -1.174069 -1.10 -1.23 6.03
C 0.586218 -0.280968 1.303327 -0.28 2.06 0.74
C 0.476581 1.144084 1.836423 -0.25 -4.13 1.71
H 1.137202 2.548087 0.011200 -1.70 -1.11 -1.50
H -1.821700 1.272587 -1.394973 3.11 -0.43 1.62
H 0.341754 -1.919255 -0.062874 0.39 -0.10 0.60
H 1.033421 -1.187492 1.992654 -1.13 2.97 -1.32
H 0.686862 0.938002 3.029079 -0.43 1.26 -3.15
H -0.057813 2.246120 1.555078 1.50 -3.93 0.46
H -0.938000 -3.177462 -1.682450 4.93 3.25 0.70
N -0.871038 1.045028 -0.829486 -1.11 -1.14 -2.68
N 0.289624 -0.930536 0.068409 -0.02 5.77 0.13
N -0.911733 -1.215483 -1.919544 2.86 0.76 0.17
O 0.025797 -2.362120 -1.518542 -7.55 -4.90 -3.93
S 0.413874 2.175188 -1.214232 0.78 0.90 0.41
```
Positions in Å, forces in eV/Å.

# 8
Molecular formula: C3H7N3S
Method: DFT, the ωB97M-V functional and the def2-TZVPD basis

The frontier orbital gap is 9.4105 eV. Its maximum force is 1.53 eV Å⁻¹. For the energy above the lowest of the compared OMol25 structures with the same formula, charge and spin, the calculation gives 31.9 kcal per mole. Its spin multiplicity is 1.

Geometry as XYZ:
```
14
Properties=species:S:1:pos:R:3:forces:R:3
N -1.506009 2.303865 0.767370 0.14 0.20 -0.92
N -0.988864 1.104071 1.280341 0.32 -0.06 0.04
C -0.236028 0.244016 0.525619 -0.18 -1.31 -0.76
N 0.528326 -0.680012 0.961381 -0.62 1.07 0.90
C 0.963835 -1.638295 -0.014759 -0.37 -0.34 0.02
C 0.856165 -0.996617 -1.385103 -0.03 1.34 0.14
S -0.588371 0.210406 -1.267621 1.14 -0.70 0.48
H -2.307861 2.089774 0.164995 0.31 0.07 0.39
H -0.806427 2.766632 0.165064 -0.41 -0.27 0.48
H -0.780677 1.142236 2.265921 0.09 -0.07 -0.06
H 0.379309 -2.575498 0.047689 -0.04 0.40 0.09
H 1.991032 -1.909779 0.220555 0.14 -0.06 -0.20
H 0.733694 -1.669297 -2.213879 -0.17 -0.25 -0.28
H 1.761876 -0.391501 -1.517574 -0.31 -0.03 -0.32
```
Positions in Å, forces in eV/Å.

# 9
Molecular formula: C3H7N3S
Method: DFT, the ωB97M-V functional and the def2-TZVPD basis

The frontier orbital gap is 9.6802 eV. Its maximum force is 1.61 eV Å⁻¹. For the energy above the lowest of the compared OMol25 structures with the same formula, charge and spin, the calculation gives 50.3 kcal per mole. Its spin multiplicity is 1.

Geometry as XYZ:
```
14
Properties=species:S:1:pos:R:3:forces:R:3
C -2.554652 -0.389284 0.026842 -1.59 -0.12 0.21
C -1.718483 0.812262 -0.099920 0.23 0.45 0.31
N -0.456855 0.764331 -0.165934 1.18 0.52 -0.35
N 0.042563 -0.543368 -0.219196 0.06 -0.17 0.24
C 1.317928 -0.637145 -0.217138 0.10 0.91 -0.15
N 2.248782 0.403784 -0.232215 -0.42 -0.37 0.48
S 3.924566 0.108263 -0.093465 -0.51 0.19 0.04
H -2.629542 -0.888668 -0.949529 -0.06 -0.05 0.34
H -3.565910 -0.074964 0.365408 0.49 -0.39 -0.33
H -2.136792 -1.084562 0.759963 -0.04 0.07 -0.28
H -2.159335 1.819184 -0.085599 0.15 -0.43 -0.02
H 1.707747 -1.642290 -0.250057 0.37 -0.07 -0.02
H 1.853073 1.340886 -0.092987 0.41 -0.62 -0.13
H 4.126907 0.011570 1.253831 -0.37 0.07 -0.33
```
Positions in Å, forces in eV/Å.

# 10
Molecular formula: C3H7N3S
Method: DFT, the ωB97M-V functional and the def2-TZVPD basis

The frontier orbital gap is 8.7579 eV. Its maximum force is 3.56 eV Å⁻¹. For the energy above the lowest of the compared OMol25 structures with the same formula, charge and spin, the calculation gives 108.2 kcal per mole. Its spin multiplicity is 1.

Geometry as XYZ:
```
14
Properties=species:S:1:pos:R:3:forces:R:3
C -1.140852 -1.661684 0.417348 0.61 1.32 1.80
C -0.471385 -0.718024 1.455693 -1.53 -0.75 1.02
C 0.577122 2.138887 -0.896162 -0.06 0.43 -0.98
N -0.483544 -1.843997 -0.630833 -1.35 -2.41 -2.24
N 0.761648 -1.474137 -0.695129 1.23 1.55 2.78
N 0.158032 1.163375 0.043384 -0.36 0.34 2.15
S 0.949920 -0.051287 0.580440 -0.45 0.65 -0.87
H -2.043658 -2.216172 0.624016 -0.24 0.35 -0.20
H -1.134704 0.116753 1.829085 0.79 -0.35 -1.37
H -0.331591 -1.174532 2.451611 0.95 -0.54 -0.64
H -0.145372 2.995104 -0.975967 0.32 -1.08 0.18
H 1.559979 2.634043 -0.872005 0.19 -0.51 0.48
H 0.509491 1.493021 -1.756114 0.22 0.86 -1.60
H 1.234913 -1.401350 -1.575367 -0.32 0.15 -0.51
```
Positions in Å, forces in eV/Å.

# 11
Molecular formula: C3H7N3S
Method: DFT, the ωB97M-V functional and the def2-TZVPD basis

The frontier orbital gap is 8.0136 eV. Its maximum force is 3.26 eV Å⁻¹. For the energy above the lowest of the compared OMol25 structures with the same formula, charge and spin, the calculation gives 95.6 kcal per mole. Its spin multiplicity is 1.

Geometry as XYZ:
```
14
Properties=species:S:1:pos:R:3:forces:R:3
C 0.819140 -1.592711 -0.836814 2.46 -0.78 1.32
C -2.495405 1.061268 -0.810339 -0.15 3.14 0.88
C 1.491665 0.309181 1.189883 -1.77 -1.19 1.47
N 0.110508 -0.566267 -0.458985 -2.50 0.52 -0.91
N -2.144295 1.800691 0.088798 0.05 -2.02 1.03
N 0.151374 0.304692 0.510469 2.29 -0.14 0.56
S -3.096581 0.739526 -2.218540 -0.10 -1.21 -0.64
H 0.453652 -2.357031 -1.511426 -0.19 0.66 -0.18
H 1.786746 -1.810411 -0.256125 -1.85 0.30 -1.17
H 2.073020 -0.611365 1.096889 0.19 0.39 -0.52
H 1.989334 1.205952 0.926343 0.89 0.64 -0.59
H 1.392665 0.346100 2.302006 -0.51 0.25 -0.69
H -0.756494 -0.340094 -1.048688 1.42 -0.93 0.90
H -1.775329 1.510468 1.026530 -0.24 0.35 -1.47
```
Positions in Å, forces in eV/Å.

# 12
Molecular formula: C3H7N3S
Method: DFT, the ωB97M-V functional and the def2-TZVPD basis

The frontier orbital gap is 9.6384 eV. Its maximum force is 5.07 eV Å⁻¹. For the energy above the lowest of the compared OMol25 structures with the same formula, charge and spin, the calculation gives 57.9 kcal per mole. Its spin multiplicity is 1.

Geometry as XYZ:
```
14
Properties=species:S:1:pos:R:3:forces:R:3
H 1.624600 2.200335 -1.333150 0.84 -0.70 2.21
N 2.017736 1.913611 -0.364326 -0.77 0.44 -0.54
C 1.106312 1.329338 0.327172 3.46 -1.28 1.83
N 1.324887 0.813381 1.712656 -2.31 0.22 -2.85
C -0.154959 1.041899 -0.284224 -4.60 1.49 -1.52
S -0.699344 -0.492047 -1.049953 0.03 -1.14 0.96
N -1.187764 -1.349860 0.403995 -0.19 -2.49 0.04
C -1.568407 -2.607261 0.311183 1.18 1.84 1.12
H 0.639186 0.038593 1.938402 1.50 1.30 -0.30
H 2.272605 0.731304 2.046472 -0.06 -0.10 -0.30
H -1.042301 1.275168 0.325190 0.50 -0.05 0.49
H -0.352915 1.804271 -1.118396 0.59 -1.11 0.89
H -1.651642 -3.049072 -0.658844 -0.13 -0.55 -0.62
H -1.681714 -3.351637 1.208491 -0.04 2.12 -1.41
```
Positions in Å, forces in eV/Å.

Number 1: DFT total energy -357.817998 a.u.. Number 2: DFT total energy -357.143727 a.u.. Number 3: DFT total energy -433.156590 a.u.. Number 4: DFT total energy -433.194584 a.u.. Number 5: DFT total energy -508.281760 a.u.. Number 6: DFT total energy -756.116246 a.u.. Number 7: DFT total energy -755.883479 a.u.. Number 8: DFT total energy -680.931390 a.u.. Number 9: DFT total energy -680.902133 a.u.. Number 10: DFT total energy -680.809884 a.u.. Number 11: DFT total energy -680.829925 a.u.. Number 12: DFT total energy -680.889894 a.u..